[1]
Here is 2 unconnected molecules or ions with the total composition C2H3NO2 in a non-equilibrium geometry from the OMol25 dataset. Energies are from ωB97M-V/def2-TZVPD.

CARTESIAN COORDINATES (ANGSTROEM)
O (1.136, 0.579, -0.195)
O (-1.015, 1.275, -0.495)
N (-0.469, -1.107, -2.771)
C (-0.030, 0.490, -0.831)
C (-0.278, -0.445, -1.865)
H (-1.107, -1.513, 0.374)
H (-1.043, 1.752, 0.289)
H (1.665, -0.186, -0.651)

Forces on the atoms, in the same order (eV/Å):
O 1.9 -2.2 -1.4
O -1.5 -0.1 -2.7
N -0.4 -1.7 -2.2
C -0.7 -1.6 -0.2
C 0.6 2.4 2.5
H 0.1 0.1 -0.1
H 0.7 1.0 2.5
H -0.8 2.1 1.6

## Properties
* HOMO (alpha / beta): -0.273 / -0.387 Ha
* Kohn-Sham gap (alpha / beta): 6.566 / 10.676 eV
* molar mass: 73.051 g/mol
* ΔE to the lowest compared entry with this formula, charge and spin: 126.1 kcal per mole
* total charge: 0
* DFT total energy: -7702.373 eV



[2]
Here is a single C3H6S molecule in a non-equilibrium geometry from the OMol25 dataset. Energies are from ωB97M-V/def2-TZVPD.

CARTESIAN COORDINATES (ANGSTROEM)
S (0.657, 1.806, -0.384)
C (0.153, 0.086, -0.658)
C (1.410, 0.195, 0.140)
C (-1.263, -0.407, 0.341)
H (2.275, 0.025, -0.462)
H (0.145, -0.594, -1.552)
H (-1.172, -1.294, 0.790)
H (-1.325, 0.497, 1.018)
H (-2.145, -0.327, -0.413)
H (1.265, 0.013, 1.181)

Forces on the atoms, in the same order (eV/Å):
S -0.1 -1.0 -0.6
C -2.6 -2.5 2.4
C -1.7 1.1 -1.2
C 0.8 6.7 -4.7
H 0.8 -0.4 0.5
H 0.2 1.6 0.4
H 0.5 -3.4 1.6
H -0.1 -1.4 -0.4
H 1.4 -0.4 1.5
H 0.7 -0.3 0.5

## Properties
* HOMO: -0.324 Ha
* Kohn-Sham gap: 9.899 eV
* molar mass: 74.148 g/mol
* ΔE to the lowest compared entry with this formula, charge and spin: 31.9 kcal per mole
* total charge: 0
* DFT total energy: -14041.482 eV
* SMILES string: C[C@@H]1CS1



[3]
Here is a molecular structure, C3H4AgLiO3 in a non-equilibrium geometry from the OMol25 dataset. Energies are from ωB97M-V/def2-TZVPD.

CARTESIAN COORDINATES (ANGSTROEM)
Ag (3.385, 0.960, 0.520)
O (-0.556, -1.369, 0.054)
O (0.201, 0.661, -0.288)
O (-1.914, 0.361, 0.377)
C (-0.835, -0.084, -0.010)
C (1.434, -0.197, -0.422)
C (0.932, -1.462, 0.201)
Li (-2.881, 1.915, -0.005)
H (1.283, -2.372, -0.299)
H (1.082, -1.573, 1.285)
H (1.486, -0.349, -1.515)
H (-3.617, 3.508, 0.102)

Forces on the atoms, in the same order (eV/Å):
Ag -1.5 -0.8 -0.7
O 1.2 -0.7 -0.2
O 1.1 0.4 -0.1
O 0.6 -0.2 -1.3
C -0.9 0.4 2.0
C 0.0 1.0 -0.4
C -0.7 -0.7 0.5
Li -0.2 0.5 0.2
H -0.2 0.3 0.1
H 0.0 0.2 -0.4
H 0.4 0.2 0.5
H 0.2 -0.5 -0.1

## Properties
* HOMO: -0.228 Ha
* Kohn-Sham gap: 4.051 eV
* molar mass: 202.871 g/mol
* ΔE to the lowest compared entry with this formula, charge and spin: 9.8 kcal per mole
* total charge: 0
* DFT total energy: -13519.099 eV



[4]
Here is a molecular structure, C28H35BInN8S2 from the OMol25 dataset. Energies are from ωB97M-V/def2-TZVPD.

CARTESIAN COORDINATES (ANGSTROEM)
In (0.035, -0.686, -0.319)
S (-2.620, -0.319, -4.473)
S (3.577, -1.400, -3.551)
N (1.163, -0.469, 1.685)
N (0.248, 1.665, -0.482)
N (0.094, 2.345, 0.689)
N (-1.645, -0.315, 1.178)
N (1.650, -0.700, -2.073)
N (0.912, 0.682, 2.366)
N (-1.110, -0.383, -2.440)
N (-1.563, 0.861, 1.851)
C (0.316, 3.656, 0.513)
C (-3.299, -2.142, 0.860)
C (1.695, 1.868, 4.439)
C (1.153, -3.578, -0.986)
C (2.462, -0.406, 3.492)
C (-0.975, -0.725, -4.705)
C (-3.583, 0.054, 2.203)
C (3.775, -0.693, -0.825)
C (2.012, -1.351, -4.240)
C (-2.984, 2.327, 3.299)
C (0.239, 4.693, 1.583)
C (0.561, 2.582, -1.413)
C (1.687, 0.738, 3.467)
C (-0.321, -0.726, -3.516)
C (-0.121, -3.002, -0.533)
C (-2.862, -0.818, 1.388)
C (2.563, -2.508, 2.000)
C (-2.339, -0.126, -2.783)
C (2.090, -1.143, 2.366)
C (0.619, 3.844, -0.820)
C (1.103, -0.963, -3.309)
C (-0.416, -4.032, -2.571)
C (-3.423, 0.268, -1.842)
C (0.972, -4.163, -2.193)
C (-2.726, 1.105, 2.484)
C (2.938, -0.881, -2.041)
C (-1.072, -3.370, -1.588)
C (0.808, 2.361, -2.868)
B (-0.240, 1.637, 2.005)
H (-2.137, -3.190, -1.553)
H (1.949, 2.806, 3.944)
H (-2.867, -2.944, 1.462)
H (0.848, 4.778, -1.307)
H (3.877, -1.643, -0.295)
H (2.079, -3.579, -0.430)
H (2.437, 1.673, 5.210)
H (-4.025, 2.346, 3.613)
H (-4.004, 1.099, -2.240)
H (1.728, -4.671, -2.776)
H (1.813, 2.702, -3.121)
H (-0.750, 4.719, 2.042)
H (-0.588, -0.929, -5.690)
H (-0.426, -3.191, 0.498)
H (3.183, -0.695, 4.238)
H (-2.352, 2.349, 4.187)
H (-0.362, 2.442, 2.867)
H (0.708, 1.330, -3.160)
H (0.722, 1.994, 4.914)
H (-4.107, -0.567, -1.679)
H (2.063, -2.864, 1.105)
H (2.333, -3.193, 2.816)
H (3.289, 0.021, -0.160)
H (-4.381, -2.226, 0.916)
H (0.968, 4.512, 2.372)
H (0.443, 5.665, 1.140)
H (-2.782, 3.227, 2.718)
H (4.775, -0.343, -1.076)
H (-2.978, -2.291, -0.170)
H (-0.851, -4.425, -3.479)
H (-4.594, -0.077, 2.551)
H (1.858, -1.612, -5.274)
H (-2.991, 0.555, -0.886)
H (3.644, -2.523, 1.856)
H (0.106, 2.959, -3.449)

Forces on the atoms, in the same order (eV/Å):
In 0.0 -0.5 -0.1
S 0.2 0.1 0.3
S -0.2 0.1 0.2
N 0.0 0.0 -0.5
N 0.0 -0.3 0.0
N 0.0 0.2 0.2
N 0.1 0.0 -0.5
N -0.3 0.1 0.3
N 0.0 0.1 0.4
N 0.2 0.1 0.3
N -0.2 0.1 0.4
C 0.1 0.1 -0.2
C 0.1 0.1 0.0
C -0.1 0.0 -0.1
C 0.0 -0.2 0.0
C -0.1 -0.1 0.0
C -0.1 -0.1 0.0
C 0.0 0.0 0.0
C 0.0 -0.1 0.0
C 0.1 -0.1 0.1
C 0.1 0.0 0.0
C 0.0 -0.1 0.0
C 0.0 0.2 0.1
C 0.2 -0.2 0.0
C -0.3 0.0 -0.3
C 0.1 0.8 0.3
C -0.1 0.1 0.1
C -0.1 0.1 0.0
C -0.1 -0.1 -0.3
C 0.1 0.0 0.2
C 0.0 0.0 0.0
C 0.3 -0.2 -0.2
C 0.0 0.0 -0.1
C 0.0 0.0 0.0
C 0.1 0.0 -0.1
C -0.1 -0.1 -0.2
C 0.2 -0.1 -0.2
C -0.1 -0.1 0.0
C 0.0 0.0 0.1
B 0.1 -0.1 -0.3
H 0.1 0.0 -0.1
H 0.0 0.0 0.0
H 0.0 0.0 0.0
H 0.0 0.0 0.0
H 0.0 0.0 0.0
H -0.1 -0.1 -0.2
H 0.0 0.0 0.0
H 0.0 0.0 0.0
H 0.0 0.0 0.0
H 0.0 0.0 0.0
H 0.0 0.0 0.0
H 0.0 0.0 0.0
H 0.0 0.0 0.0
H 0.0 -0.1 0.0
H 0.0 0.1 0.0
H 0.0 0.0 0.0
H 0.0 0.1 0.0
H 0.0 0.0 -0.1
H 0.0 0.0 0.0
H 0.0 0.0 0.0
H 0.1 0.1 0.3
H 0.0 -0.1 0.0
H 0.1 0.0 0.0
H 0.0 0.0 0.0
H 0.0 0.0 0.0
H 0.0 0.0 0.0
H 0.0 0.0 0.0
H 0.0 0.0 0.0
H -0.1 0.0 0.1
H 0.0 0.0 0.0
H 0.0 0.0 0.0
H -0.1 0.0 0.0
H 0.0 0.1 0.0
H 0.0 0.0 0.0
H 0.0 0.0 0.0

## Properties
* HOMO: -0.384 Ha
* Kohn-Sham gap: 8.027 eV
* molar mass: 673.408 g/mol
* ΔE to the lowest compared entry with this formula, charge and spin: 0.0 kcal per mole
* total charge: +1
* DFT total energy: -69044.536 eV



[5]
Here is a molecular structure, C7H16BrFHgIn in a non-equilibrium geometry from the OMol25 dataset. Energies are from ωB97M-V/def2-TZVPD.

CARTESIAN COORDINATES (ANGSTROEM)
Hg (-6.086, -1.878, 1.061)
In (-0.670, 0.468, -0.251)
Br (-1.992, -1.604, 2.114)
F (-1.190, 0.962, -2.071)
C (2.177, 0.469, -0.203)
C (4.660, 1.015, -0.139)
C (-2.109, -1.312, 0.289)
C (-3.732, 0.718, 0.253)
C (3.612, -0.109, -0.037)
C (-3.350, -0.686, -0.212)
C (1.251, -0.710, -0.149)
H (-4.817, 0.805, 0.298)
H (1.997, 1.151, 0.631)
H (-0.706, 1.852, 0.760)
H (-3.374, 1.463, -0.457)
H (5.272, 0.903, -1.032)
H (-1.803, -2.202, -0.251)
H (3.795, -0.894, -0.770)
H (1.288, -1.310, 0.758)
H (-3.355, 0.942, 1.251)
H (2.073, 1.014, -1.144)
H (4.190, 1.998, -0.189)
H (1.296, -1.366, -1.016)
H (-4.114, -1.454, 0.129)
H (-3.286, -0.674, -1.303)
H (3.662, -0.573, 0.949)
H (5.311, 1.012, 0.732)

Forces on the atoms, in the same order (eV/Å):
Hg -0.3 -0.2 0.2
In 0.4 1.5 0.1
Br 0.2 0.2 0.2
F -0.1 -0.3 -0.1
C -0.4 -0.1 0.1
C 0.0 0.0 -0.1
C -0.7 -1.5 0.4
C -0.2 -0.1 0.4
C 0.1 0.2 0.2
C 0.8 0.8 -0.7
C 0.2 -1.0 -0.2
H 0.0 0.0 -0.1
H 0.1 0.1 0.0
H 0.0 -0.1 0.1
H 0.0 0.0 0.0
H 0.0 0.0 0.0
H 0.4 0.2 -0.1
H 0.0 0.1 0.0
H -0.2 0.2 0.2
H 0.0 0.0 0.0
H 0.2 0.0 0.0
H 0.0 0.0 0.0
H -0.2 0.1 -0.1
H 0.3 0.2 -0.2
H -0.3 -0.3 0.0
H 0.0 -0.1 0.0
H 0.0 0.0 0.0

## Properties
* HOMO: -0.458 Ha
* Kohn-Sham gap: 4.822 eV
* molar mass: 514.515 g/mol
* total charge: +1
* DFT total energy: -89616.411 eV



Which of these has the lowest DFT total energy? C7H16BrFHgIn